# 1
{"formula": "C18H24MnN4O8P4S", "method": "ωB97M-V/def2-TZVPD", "charge": -2, "homo_energy_ha": [-0.0846, -0.1100], "orbital_gap_ev": [6.3, 7.0], "multiplicity": 6, "e_lumo_ev": [4.03, 4.02], "total_energy_ev": -120716.4311, "elements": ["Mn", "S", "C", "C", "C", "C", "C", "C", "C", "C", "C", "N", "H", "H", "H", "H", "H", "H", "O", "P", "O", "O", "O", "P", "O", "O", "O", "H", "H", "C", "P", "C", "C", "C", "P", "C", "C", "H", "H", "H", "H", "H", "H", "H", "H", "H", "H", "H", "H", "H", "H", "H", "H", "O", "N", "C", "C", "N", "C", "N"], "coordinates": [[1.154, 0.586, -0.228], [2.353, -2.815, -3.263], [3.092, -3.307, -1.796], [2.834, -2.439, -0.778], [2.011, -1.311, -1.128], [1.703, -1.405, -2.460], [0.855, -0.459, -3.186], [0.609, -0.537, -4.560], [-0.232, 0.397, -5.136], [-0.814, 1.387, -4.354], [-0.515, 1.400, -2.999], [0.293, 0.506, -2.446], [3.691, -4.204, -1.762], [3.243, -2.588, 0.213], [1.068, -1.311, -5.159], [-0.431, 0.351, -6.201], [-1.476, 2.133, -4.769], [-0.927, 2.131, -2.313], [-1.215, 4.213, -0.717], [-0.555, 3.419, 0.533], [-1.265, 3.805, 1.765], [-0.445, 1.964, 0.159], [0.957, 4.020, 0.496], [2.100, 3.749, -0.608], [1.259, 4.121, -1.995], [3.172, 4.756, -0.477], [2.383, 2.279, -0.673], [-0.547, 4.312, -1.417], [1.681, 4.910, -2.353], [0.080, -2.511, 1.696], [-0.996, -1.819, 0.382], [-0.989, -3.236, -0.784], [-2.644, -2.118, 1.163], [-2.901, -1.300, 2.424], [-2.207, 0.419, 2.312], [-3.007, 1.124, 3.814], [-3.364, 1.091, 1.060], [-0.356, -3.421, 2.123], [0.237, -1.770, 2.480], [1.054, -2.751, 1.268], [-1.127, -4.191, -0.268], [-0.034, -3.245, -1.313], [-1.781, -3.118, -1.527], [-2.748, -3.192, 1.367], [-3.392, -1.864, 0.405], [-2.425, -1.771, 3.290], [-3.981, -1.269, 2.622], [-4.081, 0.915, 3.868], [-2.853, 2.204, 3.791], [-2.523, 0.735, 4.712], [-4.395, 0.761, 1.236], [-3.036, 0.787, 0.066], [-3.301, 2.178, 1.098], [1.681, 0.294, 1.796], [2.106, -0.071, 2.916], [3.393, -0.355, 3.008], [3.869, -0.746, 4.294], [4.276, -1.069, 5.323], [4.309, -0.354, 1.910], [5.102, -0.401, 1.077]], "atomic_forces_ev_per_a": [[0.0, 0.2, -0.2], [0.1, 0.0, 0.0], [0.0, 0.0, 0.1], [-0.1, 0.2, 0.0], [0.0, 0.2, 0.0], [-0.2, 0.1, 0.0], [0.0, -0.1, -0.1], [-0.1, 0.1, 0.0], [0.0, 0.0, -0.1], [0.0, 0.0, 0.1], [0.0, -0.1, -0.1], [0.1, 0.0, 0.2], [0.0, 0.0, 0.0], [0.0, 0.0, 0.0], [0.0, 0.0, 0.0], [0.0, 0.0, 0.0], [0.0, 0.0, 0.0], [0.0, 0.0, 0.0], [-0.1, 0.1, -0.1], [-0.1, -0.1, 0.0], [0.0, 0.0, 0.0], [0.1, -0.3, -0.3], [0.0, 0.2, 0.2], [0.0, 0.0, -0.1], [0.0, 0.0, -0.1], [0.0, -0.1, 0.0], [-0.1, -0.1, 0.1], [0.0, -0.1, 0.1], [0.0, 0.0, 0.1], [0.0, -0.1, 0.1], [0.3, 0.2, 0.0], [0.0, -0.1, -0.1], [-0.1, -0.2, -0.1], [-0.2, 0.1, 0.1], [0.1, 0.0, 0.1], [0.0, 0.0, 0.1], [0.0, 0.0, -0.1], [0.0, 0.0, 0.0], [-0.1, 0.0, 0.0], [0.0, 0.0, 0.0], [0.0, 0.0, 0.0], [0.0, 0.0, 0.0], [0.0, 0.0, 0.0], [0.0, 0.0, 0.0], [0.0, 0.0, 0.0], [0.0, 0.0, 0.0], [0.0, 0.0, 0.1], [0.0, 0.0, 0.0], [0.0, 0.0, 0.0], [0.0, 0.0, 0.0], [0.0, 0.0, 0.0], [0.0, 0.0, 0.0], [0.0, 0.0, 0.0], [0.0, 0.0, -0.1], [-0.2, 0.1, 0.2], [0.2, -0.2, 0.1], [0.0, 0.0, 0.0], [0.0, 0.0, 0.0], [0.1, 0.1, 0.0], [0.0, 0.0, 0.0]], "mulliken_charge": [0.960, -0.353, -0.690, -0.143, -0.476, 0.548, 0.901, -1.038, -0.297, -1.034, -0.351, 0.431, 0.446, 0.411, 0.355, 0.365, 0.433, 0.357, -0.623, 0.314, -0.742, 0.280, -0.478, 0.717, -0.554, -0.839, -0.654, 0.412, 0.241, -1.379, 0.917, -1.230, -1.010, -1.126, 0.890, -1.392, -1.297, 0.483, 0.202, 0.332, 0.406, 0.126, 0.371, 0.501, 0.372, 0.359, 0.574, 0.364, 0.323, 0.380, 0.478, 0.135, 0.404, 0.077, -0.954, 0.657, 0.153, -0.604, 0.133, -0.545]}

# 2
{"formula": "C26H38O6", "method": "ωB97M-V/def2-TZVPD", "charge": 0, "homo_energy_ha": -0.3413, "orbital_gap_ev": 9.5, "smiles": "CCCCC(=O)O[C@]1(C(=O)CO)CC[C@@H]2[C@@H]3CCC4=CC(=O)CC[C@]4(C)[C@H]3[C@@H](O)C[C@@]21C", "e_lumo_ev": 0.26, "total_energy_ev": -39864.8479, "elements": ["C", "C", "C", "C", "C", "O", "O", "C", "C", "O", "C", "O", "H", "H", "H", "C", "H", "H", "C", "H", "H", "C", "H", "C", "C", "H", "H", "H", "C", "H", "H", "C", "O", "H", "C", "C", "C", "C", "C", "C", "C", "O", "C", "C", "H", "H", "C", "C", "H", "H", "H", "H", "H", "H", "H", "H", "H", "H", "H", "H", "H", "H", "H", "H", "H", "H", "H", "H", "H", "H"], "coordinates": [[0.430, -3.949, 6.022], [0.608, -2.459, 5.757], [0.849, -2.137, 4.282], [2.170, -2.703, 3.769], [2.518, -2.293, 2.360], [3.631, -2.324, 1.903], [1.440, -1.911, 1.667], [1.616, -1.560, 0.297], [2.175, -2.716, -0.539], [2.623, -2.507, -1.640], [2.205, -4.138, 0.008], [1.301, -4.484, 1.020], [0.402, -4.399, 0.683], [2.120, -4.814, -0.856], [3.207, -4.271, 0.433], [2.536, -0.335, 0.109], [3.548, -0.656, -0.129], [2.579, 0.215, 1.050], [1.921, 0.508, -1.016], [1.680, 1.503, -0.647], [2.622, 0.615, -1.840], [0.658, -0.238, -1.481], [0.955, -0.918, -2.285], [0.240, -1.092, -0.276], [-0.645, -2.273, -0.672], [-1.558, -1.912, -1.136], [-0.918, -2.851, 0.210], [-0.133, -2.918, -1.384], [-0.458, -0.215, 0.773], [0.265, 0.467, 1.218], [-0.841, -0.850, 1.576], [-1.611, 0.627, 0.205], [-2.687, -0.180, -0.225], [-2.946, -0.750, 0.507], [-1.106, 1.521, -0.942], [-0.468, 0.652, -2.031], [0.080, 1.519, -3.162], [-1.016, 2.405, -3.743], [-1.621, 3.257, -2.674], [-1.709, 4.584, -2.825], [-2.407, 5.482, -1.908], [-2.384, 6.689, -2.022], [-3.214, 4.773, -0.846], [-2.480, 3.535, -0.349], [-3.081, 3.053, 0.423], [-1.541, 3.858, 0.109], [-2.173, 2.526, -1.472], [-3.474, 1.850, -1.934], [-3.265, 0.961, -2.519], [-4.076, 1.553, -1.082], [-4.052, 2.538, -2.549], [-3.415, 5.462, -0.023], [-4.174, 4.496, -1.289], [-1.281, 5.061, -3.697], [-0.614, 3.031, -4.541], [-1.798, 1.774, -4.174], [0.880, 2.156, -2.785], [0.497, 0.882, -3.944], [-1.242, -0.007, -2.438], [-0.313, 2.141, -0.509], [-1.962, 1.277, 1.024], [2.129, -3.795, 3.754], [3.000, -2.410, 4.415], [0.031, -2.542, 3.684], [0.851, -1.052, 4.153], [1.444, -2.082, 6.350], [-0.291, -1.932, 6.083], [1.345, -4.496, 5.815], [0.166, -4.117, 7.064], [-0.363, -4.356, 5.398]], "atomic_forces_ev_per_a": [[0.0, 0.2, 0.1], [-0.1, -0.1, -0.2], [0.1, 0.0, 0.3], [-0.2, 0.1, -0.1], [0.1, -0.1, 0.5], [0.0, 0.0, -0.2], [-0.2, 0.1, 0.0], [0.2, 0.6, -0.4], [-0.1, -0.2, 0.3], [0.0, 0.0, 0.0], [0.4, -0.4, -0.5], [-0.4, -0.1, 0.2], [0.1, 0.0, 0.0], [0.0, 0.2, 0.1], [-0.1, 0.0, -0.2], [0.1, 0.0, 0.0], [-0.1, 0.1, 0.1], [0.0, 0.0, 0.0], [0.0, -0.1, 0.0], [0.0, 0.1, 0.0], [0.0, 0.1, 0.0], [-0.1, 0.0, 0.0], [0.0, 0.0, 0.0], [0.1, -0.3, 0.1], [0.1, 0.2, -0.1], [0.0, -0.1, 0.0], [-0.1, -0.1, 0.1], [0.0, -0.1, -0.1], [-0.2, 0.0, -0.3], [0.0, 0.1, 0.1], [0.0, 0.0, 0.1], [0.6, 0.5, 0.6], [-0.3, -0.2, -0.2], [0.0, 0.0, 0.0], [-0.4, -0.4, -0.1], [0.3, 0.1, 0.1], [-0.3, -0.1, 0.0], [0.3, 0.0, 0.0], [0.0, 0.2, 0.0], [0.3, -0.1, -0.3], [-0.3, -0.1, 0.4], [0.0, 0.0, -0.1], [0.1, 0.1, 0.2], [-0.1, 0.0, -0.2], [0.1, 0.0, 0.0], [0.0, 0.0, 0.1], [0.0, 0.1, 0.3], [0.0, 0.1, 0.0], [-0.1, -0.1, -0.1], [-0.1, -0.1, 0.0], [-0.1, 0.0, -0.1], [0.0, 0.0, -0.1], [-0.1, 0.0, 0.0], [0.0, 0.0, -0.1], [-0.1, 0.0, 0.0], [0.0, 0.0, -0.1], [0.1, 0.0, 0.0], [0.1, 0.0, 0.0], [0.0, 0.0, -0.1], [0.0, 0.0, 0.0], [0.1, -0.1, -0.1], [0.1, 0.0, 0.0], [0.0, 0.0, -0.1], [-0.1, 0.1, 0.0], [-0.1, 0.0, -0.1], [0.0, 0.1, 0.1], [0.1, 0.1, 0.1], [0.1, -0.1, 0.0], [0.0, -0.1, 0.1], [-0.1, -0.1, -0.1]], "mulliken_charge": [-1.212, -0.630, -0.064, -0.699, 0.349, -0.592, -0.039, 1.009, 0.495, -0.606, -1.056, -0.507, 0.353, 0.411, 0.397, -1.198, 0.370, 0.433, -1.163, 0.224, 0.497, -0.891, 0.994, 1.757, -2.522, 0.695, 0.259, 0.450, -1.527, 0.750, 0.561, -0.415, -0.613, 0.506, -0.858, -0.215, -1.111, -1.561, 0.364, -0.683, 0.139, -0.624, -0.925, -1.327, 0.472, 0.486, 2.292, -2.082, 0.414, 0.374, 0.533, 0.412, 0.364, 0.430, 0.555, 0.430, 0.509, 0.352, 0.711, 0.787, 0.338, 0.252, 0.342, 0.061, 0.297, 0.340, 0.350, 0.311, 0.396, 0.301]}

# 3
{"formula": "C5H16AsBBrO2", "method": "ωB97M-V/def2-TZVPD", "charge": -1, "homo_energy_ha": -0.1131, "orbital_gap_ev": 6.3, "e_lumo_ev": 3.20, "total_energy_ev": -141096.3041, "elements": ["C", "C", "C", "Br", "As", "C", "C", "B", "O", "O", "H", "H", "H", "H", "H", "H", "H", "H", "H", "H", "H", "H", "H", "H", "H", "H"], "coordinates": [[-1.993, -2.256, -0.203], [-2.372, -0.985, -0.965], [-1.716, 0.295, -0.466], [-2.558, 0.773, 1.259], [0.412, 0.235, -0.451], [0.623, 1.774, 0.897], [0.811, 1.353, 2.355], [2.482, 0.044, -0.781], [2.958, 0.066, -2.077], [3.440, -0.140, 0.213], [-1.902, -2.053, 0.865], [-2.757, -3.027, -0.340], [-1.040, -2.656, -0.548], [-3.462, -0.872, -0.945], [-2.091, -1.087, -2.019], [-1.963, 1.107, -1.154], [0.383, -0.836, 0.739], [0.205, -0.928, -1.578], [0.349, 1.358, -1.658], [-0.189, 2.497, 0.787], [1.533, 2.275, 0.544], [0.300, 0.411, 2.568], [1.870, 1.220, 2.591], [0.413, 2.100, 3.050], [2.202, 0.173, -2.671], [4.063, -0.841, -0.014]], "atomic_forces_ev_per_a": [[0.0, 0.0, 0.0], [-0.1, 0.0, 0.0], [0.1, -0.3, -0.3], [0.0, 0.1, 0.1], [0.2, 0.3, 0.2], [0.2, 0.1, 0.1], [-0.1, 0.1, 0.0], [0.2, 0.2, -0.1], [-0.1, -0.2, 0.0], [-0.4, -0.4, 0.1], [0.0, 0.0, 0.0], [0.0, 0.0, 0.0], [0.0, 0.1, 0.1], [0.0, 0.1, -0.1], [0.0, 0.0, 0.0], [-0.1, 0.1, 0.2], [-0.1, 0.0, 0.0], [0.0, 0.0, 0.0], [0.0, -0.1, 0.0], [-0.1, -0.2, -0.1], [-0.1, 0.0, -0.1], [0.0, 0.0, 0.0], [0.0, -0.1, 0.0], [0.0, 0.0, 0.0], [0.0, 0.0, 0.0], [0.2, 0.4, -0.2]], "mulliken_charge": [-0.955, -0.709, -0.620, -0.283, -0.412, -1.192, -0.993, 0.645, -0.601, -0.495, 0.276, 0.344, 0.251, 0.415, 0.354, 0.468, -0.013, 0.119, 0.019, 0.535, 0.438, 0.283, 0.287, 0.284, 0.297, 0.257]}